# 1
6 unconnected molecules or ions with the total composition C24H41ClFNO13P2S at a distorted geometry. Source: OMol25; level of theory: ωB97M-V/def2-TZVPD.

```
84
Properties=species:S:1:pos:R:3
C -4.77302 -0.93921 1.94165
C -5.89325 -0.96568 3.08087
P -7.23035 -2.11467 2.47653
C -6.93384 -3.90044 2.89645
C -5.41523 -4.22301 3.20915
N -8.87000 -1.53492 2.78862
P -9.91924 -1.81978 1.37614
O -9.12470 -0.91477 0.18361
Cl -9.66609 -3.79934 0.69581
S -9.59224 -2.03989 4.24824
O -10.86467 -1.27900 4.37687
O -9.87854 -3.48269 4.33295
F -8.63127 -1.50169 5.46013
H -5.05651 -1.68251 1.16059
H -4.77125 0.03554 1.41228
H -3.77844 -1.22754 2.32716
H -6.26600 0.07904 3.16747
H -5.39864 -1.25795 4.02901
H -7.51304 -4.31457 3.74572
H -7.20080 -4.49580 1.99625
H -4.72543 -3.57507 2.63643
H -5.19168 -4.14380 4.29283
H -5.18878 -5.26578 2.91955
H -8.83962 -0.07375 0.56197
O -2.95531 -0.43182 -0.27708
C -2.07365 0.04056 0.38111
C -1.77461 1.50890 0.55155
C -0.36987 1.48564 1.13231
C -0.35418 0.16666 1.87766
O -1.21648 -0.70199 1.12489
H -2.49993 1.93860 1.24750
H -1.81044 2.02690 -0.40428
H -0.14086 2.34228 1.76805
H 0.36747 1.46406 0.31885
H -0.75216 0.25514 2.89353
H 0.64471 -0.26584 1.92765
O 1.90353 2.20787 -0.44036
C 2.80196 2.66133 0.21635
C 3.13262 4.12047 0.39023
C 4.53775 4.06155 0.97329
C 4.52502 2.73818 1.71012
O 3.64328 1.89422 0.95068
H 2.42547 4.56427 1.09646
H 3.10162 4.64064 -0.55842
H 4.78570 4.90894 1.61318
H 5.26488 4.02679 0.17001
H 4.12978 2.82720 2.72637
H 5.51374 2.28331 1.75646
O -4.24367 -5.62401 0.88593
C -4.24136 -6.79196 0.62648
C -4.43034 -7.40400 -0.73911
C -4.72713 -8.85652 -0.40239
C -3.97577 -9.04313 0.90066
O -4.02155 -7.76262 1.54910
H -3.50340 -7.29660 -1.30557
H -5.25577 -6.93169 -1.26644
H -4.42559 -9.56035 -1.17764
H -5.79930 -8.98220 -0.23321
H -2.92878 -9.31503 0.74205
H -4.44025 -9.79170 1.54105
O 4.77302 4.59892 -1.83348
C 5.27527 3.81506 -2.59582
C 4.70405 3.36151 -3.91561
C 5.53428 2.12463 -4.22005
C 6.84384 2.44307 -3.52918
O 6.47947 3.24408 -2.38332
H 4.85813 4.14930 -4.65566
H 3.64545 3.12783 -3.82143
H 5.64833 1.91975 -5.28408
H 5.07098 1.24912 -3.75687
H 7.52116 3.03364 -4.16681
H 7.36198 1.54307 -3.19578
O 8.28813 4.28943 -5.16031
C 9.17883 4.76216 -4.50691
C 9.48874 6.22856 -4.34673
C 10.89485 6.19755 -3.77056
C 10.90250 4.88152 -3.01948
O 10.02930 4.01755 -3.76582
H 8.77106 6.66756 -3.65053
H 9.45231 6.74130 -5.30507
H 11.13344 7.05386 -3.14094
H 11.62402 6.16497 -4.58361
H 10.50979 4.97899 -2.00426
H 11.89655 4.43977 -2.97104
```

The LUMO energy comes out at 0.45 eV. The net charge is 0. Its HOMO energy is -7.8 eV. As for the frontier orbital gap: 8.2 eV. The calculation puts the molar mass at 700.1 g mol⁻¹.

***

# 2
A molecular structure, C6H27B3N4O10Tl2 at a distorted geometry. Source: OMol25; level of theory: ωB97M-V/def2-TZVPD.

```
52
Properties=species:S:1:pos:R:3
Tl -1.13510 0.23748 -2.47394
Tl -1.65562 0.22460 2.64998
B -2.66327 -1.18859 -0.15652
H -2.99448 -1.08057 -1.25789
H -3.23962 -0.39797 0.44780
H -2.87053 -2.24108 0.21101
H -1.55322 -0.92062 0.00656
B 1.22000 0.06534 -3.99536
H 1.39218 -0.60539 -3.08422
H 0.46689 -0.39885 -4.71677
H 0.98497 1.13156 -3.62254
H 2.26198 0.12166 -4.48781
B 0.36747 0.54316 0.26655
H 0.97178 1.35050 0.78386
H 0.25273 -0.31875 0.99795
H -0.74233 0.85822 0.02341
H 0.82749 0.19327 -0.72184
C -4.33602 3.48302 -0.08055
C -3.28717 2.47588 -0.44411
O -2.61803 1.85754 0.45289
O -3.03626 2.31022 -1.64056
H -5.31482 3.02887 0.07433
H -4.32631 4.32418 -0.77299
H -4.10430 3.88083 0.91392
C 2.36957 -2.35451 -0.22422
N 1.35390 -2.92037 -1.12672
O 0.40068 -2.17611 -1.38453
O 1.36836 -4.09591 -1.37533
H 3.06448 -3.13103 0.08592
H 1.92333 -1.90728 0.66073
H 2.94549 -1.61728 -0.78437
C 1.01974 4.41427 -0.56104
N 0.86369 3.94410 -1.96406
O 1.23476 4.66917 -2.84991
O 0.21419 2.92234 -2.14633
H 1.18800 3.64176 0.18385
H 0.17734 5.02268 -0.23146
H 1.83690 5.13331 -0.52660
C -1.35692 -4.77440 1.26415
N -0.25299 -3.82447 1.65478
O -0.51446 -2.64155 1.84509
O 0.86569 -4.26702 1.71606
H -2.07436 -4.17822 0.71049
H -1.64017 -5.25264 2.20060
H -0.96838 -5.58553 0.65195
C 3.36986 0.50501 2.99165
N 2.60027 -0.57295 3.65635
O 1.42543 -0.69690 3.27972
O 3.16132 -1.31084 4.41109
H 3.12684 1.43364 3.50207
H 3.04430 0.56923 1.95643
H 4.38470 0.11698 3.03045
```

The value obtained for the energy above the lowest of the compared OMol25 structures with the same formula, charge and spin is 0.0 kcal per mole. The LUMO energy comes out at -12.63 eV. The net charge is +2. Its HOMO energy is -16.2 eV. As for the frontier orbital gap: 3.6 eV. The calculation puts the molar mass at 756.5 g mol⁻¹.

***

# 3
A molecular structure, C7H16AgBrCl3O4P at a distorted geometry. Source: OMol25; level of theory: ωB97M-V/def2-TZVPD.

```
33
Properties=species:S:1:pos:R:3
Ag -32.15228 13.17237 -18.41217
Br -27.91894 12.68714 -20.81070
C -27.08428 19.78862 -20.57276
C -27.84840 19.55727 -19.29850
O -29.20075 19.96696 -19.43174
P -30.36345 19.69262 -18.36691
O -30.78514 18.28417 -18.13423
O -29.75740 20.49161 -17.06349
C -30.57668 20.76530 -15.98397
C -30.49272 22.28190 -15.93498
O -31.59215 20.67620 -18.84373
C -32.56423 20.21301 -19.86024
C -33.95170 20.07351 -19.11349
H -26.20430 19.15127 -20.65946
H -27.63519 19.47211 -21.45843
H -26.84071 20.84962 -20.62811
H -27.92758 18.51633 -18.98505
H -27.39074 20.10272 -18.47320
H -31.57832 20.36300 -16.13548
H -30.08694 20.32704 -15.11439
H -31.13380 22.46961 -15.07366
H -29.47878 22.62704 -15.73270
H -30.79534 22.81058 -16.83887
H -32.55088 20.97626 -20.63829
H -32.37674 19.24151 -20.31756
H -34.25620 21.05831 -18.75912
H -34.69996 19.70569 -19.81556
H -33.97088 19.34598 -18.30205
C -23.43578 12.47444 -25.94588
Cl -23.91008 10.74228 -26.22267
Cl -23.65157 13.35039 -27.43455
Cl -21.73898 12.51205 -25.44808
H -24.05224 12.92871 -25.17017
```

The value obtained for the energy above the lowest of the compared OMol25 structures with the same formula, charge and spin is 67.4 kcal per mole. The LUMO energy (alpha / beta) comes out at -7.46 / -7.45 eV. As for the expectation value of S²: 0.752. The net charge is +1. Its HOMO energy (alpha / beta) is -12.3 / -12.3 eV. As for the frontier orbital gap (alpha / beta): 4.8 / 4.8 eV. The calculation puts the molar mass at 489.3 g mol⁻¹. As for the spin multiplicity: 2.

***

# 4
C5H10S3 in the gas phase at a distorted geometry. Source: OMol25; level of theory: ωB97M-V/def2-TZVPD.

```
18
Properties=species:S:1:pos:R:3
S -1.67947 -1.25212 0.98640
C -0.97491 -0.18534 -0.34565
C -0.44121 1.14453 0.12799
S -1.38590 2.27452 1.10858
C 0.96425 0.78825 0.71775
C 1.30653 -0.57778 0.18111
C 0.23844 -0.96983 -0.87160
S 0.80190 -0.47885 -2.55298
H -2.67831 -0.37501 1.28571
H -1.79132 -0.12299 -1.00008
H -0.31887 1.69203 -0.77981
H -1.48830 1.40900 2.17219
H 0.86458 0.68303 1.82598
H 1.65565 1.55038 0.34139
H 2.31167 -0.49078 -0.28255
H 1.25943 -1.35087 0.92097
H 0.04520 -2.03171 -0.95581
H 1.31065 -1.70647 -2.87960
```

The value obtained for the energy above the lowest of the compared OMol25 structures with the same formula, charge and spin is 9.9 kcal per mole. The LUMO energy comes out at 0.64 eV. The net charge is 0. Its HOMO energy is -9.2 eV. As for the frontier orbital gap: 9.8 eV. The calculation puts the molar mass at 166.3 g mol⁻¹.